1.
# C3H4N4O

A single C3H4N4O molecule in a non-equilibrium geometry (ωB97M-V/def2-TZVPD, OMol25).

Properties
- SMILES string = [H]/N=c1\ncon1N=C
- net charge = 0
- spin multiplicity = 1
- max |F| (hartree/bohr) = 0.1345
- HOMO (eV) = -9.28

Each line ends with the Mulliken charge.
CARTESIAN COORDINATES (ANGSTROEM)
H1 1.719 2.700 -0.197  0.24
N1 0.881 2.055 -0.257  -0.51
C1 1.174 0.823 0.325  0.42
N2 2.123 -0.284 0.097  -0.41
C2 1.438 -1.301 0.003  0.05
O1 0.075 -1.443 -0.027  -0.32
N3 -0.008 0.043 0.510  0.40
N4 -1.249 0.650 0.351  -0.48
C3 -2.272 -0.139 -0.129  -0.26
H2 1.848 -2.319 -0.275  0.34
H3 -2.485 -1.214 -0.213  0.27
H4 -3.244 0.429 -0.187  0.25

2.
# C13H43ClIInN14O26PS

A molecular structure, C13H43ClIInN14O26PS (ωB97M-V/def2-TZVPD, OMol25).

Properties
- net charge = -1
- spin multiplicity = 1
- max |F| (hartree/bohr) = 0.0176
- HOMO (eV) = -4.71

Each line ends with the Mulliken charge.
CARTESIAN COORDINATES (ANGSTROEM)
N1 0.362 1.047 3.503  -0.57
In1 2.084 0.795 2.343  0.66
Cl1 3.893 1.882 3.502  -0.53
I1 2.481 -1.892 2.246  -0.42
P1 1.667 1.856 0.075  0.10
S1 -0.278 1.668 -0.368  -0.53
H1 -0.071 1.893 3.129  0.21
H2 -0.258 0.312 3.160  0.18
H3 2.471 1.325 -0.934  -0.10
H4 2.032 3.214 0.134  0.03
C1 1.607 0.190 -4.092  -0.73
N2 2.986 0.735 -3.983  0.96
O1 3.426 0.922 -2.867  -0.40
O2 3.595 0.980 -5.009  -0.58
H5 1.223 0.043 -3.087  0.28
H6 1.016 0.917 -4.635  0.17
H7 1.668 -0.744 -4.643  0.33
C2 3.369 4.110 -3.948  -0.65
N3 1.915 3.797 -3.832  0.94
O3 1.274 3.661 -4.861  -0.58
O4 1.477 3.689 -2.712  -0.48
H8 3.621 4.170 -5.000  0.25
H9 3.535 5.055 -3.439  0.30
H10 3.912 3.311 -3.450  0.20
C3 -1.986 -3.620 4.346  -0.88
N4 -0.628 -3.060 4.594  0.81
O5 -0.317 -2.834 5.752  -0.56
O6 0.066 -2.867 3.625  -0.36
H11 -2.487 -3.736 5.300  0.33
H12 -2.516 -2.922 3.705  0.34
H13 -1.853 -4.574 3.843  0.32
C4 -2.438 1.202 -6.992  -0.84
N5 -1.131 0.608 -6.605  0.92
O7 -0.237 0.589 -7.423  -0.53
O8 -1.059 0.186 -5.469  -0.53
H14 -2.376 1.544 -8.018  0.30
H15 -3.196 0.434 -6.876  0.34
H16 -2.616 2.030 -6.312  0.33
C5 -1.328 1.498 6.397  -0.52
N6 -2.468 2.167 7.081  0.89
O9 -2.306 3.290 7.510  -0.54
O10 -3.507 1.538 7.168  -0.56
H17 -0.477 2.168 6.394  0.28
H18 -1.109 0.590 6.952  0.20
H19 -1.631 1.262 5.383  0.23
C6 -6.259 2.665 -4.981  -0.75
N7 -5.778 2.352 -6.355  0.85
O11 -5.998 1.249 -6.803  -0.51
O12 -5.181 3.235 -6.944  -0.49
H20 -6.761 1.789 -4.592  0.31
H21 -5.388 2.923 -4.386  0.31
H22 -6.932 3.513 -5.061  0.29
C7 -5.526 -6.215 3.662  -0.76
N8 -4.663 -5.412 2.753  0.87
O13 -4.726 -4.205 2.826  -0.49
O14 -3.943 -6.029 1.992  -0.52
H23 -6.102 -5.531 4.273  0.31
H24 -6.166 -6.831 3.038  0.30
H25 -4.869 -6.835 4.265  0.30
C8 2.234 -0.872 7.524  -0.55
N9 3.069 -0.059 6.594  0.92
O15 2.959 1.149 6.638  -0.54
O16 3.799 -0.682 5.854  -0.51
H26 1.635 -0.194 8.122  0.26
H27 1.613 -1.519 6.909  0.21
H28 2.906 -1.449 8.138  0.21
C9 6.666 3.709 1.373  -0.65
N10 6.009 3.164 0.155  0.93
O17 5.616 3.955 -0.685  -0.56
O18 5.913 1.962 0.082  -0.48
H29 6.689 4.790 1.296  0.29
H30 6.079 3.387 2.230  0.18
H31 7.669 3.294 1.410  0.28
C10 6.100 -0.239 -3.884  -0.51
N11 6.698 -1.572 -3.601  0.93
O19 7.906 -1.650 -3.499  -0.57
O20 5.930 -2.505 -3.495  -0.55
H32 6.907 0.481 -3.954  0.29
H33 5.562 -0.319 -4.821  0.28
H34 5.432 0.011 -3.068  0.12
C11 3.129 -3.097 11.987  -0.73
N12 2.946 -2.319 10.730  0.84
O21 2.262 -2.809 9.856  -0.49
O22 3.501 -1.243 10.671  -0.49
H35 2.581 -4.027 11.892  0.32
H36 4.194 -3.271 12.105  0.27
H37 2.747 -2.488 12.800  0.28
C12 -3.468 -5.941 -1.295  -0.61
N13 -4.124 -6.406 -2.548  0.87
O23 -4.467 -5.572 -3.358  -0.52
O24 -4.277 -7.605 -2.673  -0.53
H38 -3.402 -4.860 -1.322  0.31
H39 -4.079 -6.277 -0.464  0.21
H40 -2.484 -6.396 -1.253  0.27
C13 -5.659 4.269 -9.779  -0.58
N14 -4.995 5.086 -10.833  0.87
O25 -4.987 6.292 -10.697  -0.53
O26 -4.505 4.483 -11.764  -0.53
H41 -6.045 4.937 -9.020  0.30
H42 -6.456 3.713 -10.262  0.30
H43 -4.917 3.596 -9.366  0.17

Result set for Kohn-Sham gap: 8.96; 5.52 eV, one per record in the order listed.
Result set for total energy: -410.75749; -4930.44552 hartree, one per record in the order listed.